--- i ---
# C4H12InO4

C4H12InO4 as an isolated structure (the ωB97M-V functional and the def2-TZVPD basis, the Open Molecules 2025 dataset).

Cartesian coordinates (Å):
In: 18.8267 13.0399 -25.6584
C: 17.1571 14.6935 -22.7919
C: 16.7143 15.3463 -24.1387
O: 16.6926 14.3964 -25.1917
O: 18.3704 14.1026 -23.0612
H: 16.4396 13.8901 -22.5429
H: 17.0823 15.4204 -21.9820
H: 17.4132 16.1474 -24.3964
H: 15.6890 15.7102 -23.9794
H: 16.1809 14.8002 -25.9219
H: 19.0964 14.4491 -22.5011
C: 22.3531 9.6499 -24.5337
C: 21.5176 9.9402 -25.7889
O: 21.2466 11.3404 -25.9245
O: 21.5711 9.6140 -23.3812
H: 23.1756 10.3679 -24.4041
H: 22.7482 8.6055 -24.6163
H: 20.6238 9.3205 -25.7152
H: 22.0938 9.6338 -26.6630
H: 22.1123 11.7545 -26.1099
H: 22.1751 9.5923 -22.6036

Summary:
- M (u) = 239.0
- gap between HOMO and LUMO (eV) = 2.936
- HOMO energy (eV) = -21.193
- LUMO level (eV) = -18.3
- net charge = +3

Atomic partial charges in e from the natural (NBO) method, atoms 1 to 8: In 1.469; C -0.102; C -0.083; O -0.732; O -0.627; H 0.256; H 0.270; H 0.216

***

--- ii ---
# C4H12InO4

C4H12InO4 as an isolated structure (the ωB97M-V functional and the def2-TZVPD basis, the Open Molecules 2025 dataset).

Cartesian coordinates (Å):
In: -18.7139 0.1802 -9.9406
C: -21.0886 3.0372 -9.6047
C: -22.1374 1.9845 -9.9021
O: -21.6305 1.0592 -10.9607
O: -20.1300 2.4313 -8.6976
H: -21.5301 3.8775 -9.0688
H: -20.5236 3.4076 -10.4601
H: -23.0622 2.4169 -10.2839
H: -22.3147 1.5371 -8.9240
H: -22.1511 1.1684 -11.7598
H: -20.2321 2.8038 -7.8187
C: -15.7858 0.6066 -7.5182
C: -15.3188 -0.3767 -8.5648
O: -15.7494 -0.1745 -9.8689
O: -17.1360 0.4774 -7.4588
H: -15.5650 1.6520 -7.7336
H: -15.3645 0.3325 -6.5510
H: -15.5945 -1.4080 -8.3448
H: -14.2445 -0.2587 -8.4231
H: -15.0667 -0.4150 -10.4995
H: -17.4591 1.0025 -6.7229

Summary:
- M (u) = 239.0
- gap between HOMO and LUMO (eV) = 3.173
- HOMO energy (eV) = -21.836
- LUMO level (eV) = -18.7
- net charge = +3

Atomic partial charges in e from the natural (NBO) method, atoms 1 to 8: In 1.430; C -0.097; C -0.100; O -0.540; O -0.623; H 0.284; H 0.263; H 0.282

***

Question: which arrangement is favored energetically? Ranking from most to least stable: i, ii.

***

--- i ---
# C5H8NO

A 2-piece molecular cluster, C5H8NO overall (the ωB97M-V functional and the def2-TZVPD basis, the Open Molecules 2025 dataset).

Cartesian coordinates (Å):
C: 1.7005 1.1079 -1.8419
C: 1.0444 0.7529 -0.8503
C: 0.8500 -1.0129 1.1502
C: -0.8159 0.9224 0.6613
C: 0.4682 0.2383 0.2994
N: -1.3685 -1.4370 -1.0604
O: -2.4611 -1.0197 -0.5442
H: 2.1652 1.7894 -2.4823
H: 1.6937 -1.4155 0.7001
H: 1.0057 -0.5773 2.1147
H: 0.1609 -1.7794 1.0484
H: -1.7537 0.2805 0.2684
H: -0.8470 0.8570 1.7072
H: -0.9571 1.9815 0.4550
H: -0.8852 -0.6882 -1.6257

Summary:
- M (u) = 98.1
- gap between HOMO and LUMO (spin up / spin down) (eV) = 6.729 / 5.694
- HOMO energy (spin up / spin down) (eV) = -2.438 / -1.614
- LUMO level (spin up / spin down) (eV) = 4.3 / 4.1
- net charge = -1

Atomic partial charges in e from the natural (NBO) method, atoms 1 to 8: C -0.430; C -0.017; C -0.623; C -0.675; C -0.126; N -0.321; O -0.524; H 0.202

***

--- ii ---
# C5H8NO

An isolated ion of composition C5H8NO and charge -1 (the ωB97M-V functional and the def2-TZVPD basis, the Open Molecules 2025 dataset).

Cartesian coordinates (Å):
C: -1.4205 1.5546 1.6285
C: 0.1849 -2.3605 -0.5238
C: -0.4511 0.7155 1.2178
C: 0.1447 -1.0415 -0.2080
C: 0.9525 -0.0482 -1.0358
N: -0.6316 -0.5207 0.7297
O: 0.1222 1.0806 -1.2684
H: -1.1857 2.5064 2.0825
H: -2.4646 1.3371 1.4725
H: -0.3879 -3.0796 0.0366
H: 0.7470 -2.7277 -1.3702
H: 0.5879 1.0677 1.3898
H: 0.6593 1.7585 -1.6929
H: 1.2863 -0.4946 -1.9875
H: 1.8566 0.2522 -0.4710

Summary:
- M (u) = 98.1
- gap between HOMO and LUMO (eV) = 5.717
- HOMO energy (eV) = -1.814
- structure (SMILES) = C=C[N-]C(=C)CO
- LUMO level (eV) = 3.9
- net charge = -1

Atomic partial charges in e from the natural (NBO) method, atoms 1 to 8: C -0.627; C -0.667; C 0.060; C 0.187; C -0.116; N -0.660; O -0.712; H 0.161

***

Question: which arrangement is favored energetically? Ranking from most to least stable: ii, i.